# C23H18BrIO4PtS

C23H18BrIO4PtS as an isolated structure at a distorted geometry (ωB97M-V/def2-TZVPD, OMol25).

E = -124554.9322 eV
LUMO energy (spin up / spin down) = -0.0619 / -0.0506 Eh
energy relative to the best compared isomer or geometry (same formula, charge and spin) = 2.187 eV
Kohn-Sham gap (spin up / spin down) = 6.002 / 6.301 eV

The geometry in XYZ format:
```
49
C23H18BrIO4PtS (ωB97M-V/def2-TZVPD)
Pt 0.0306 0.2819 -0.3905
I -1.7438 2.2172 -1.3983
C -3.3229 1.1867 -0.4067
C -4.6076 1.4963 -0.7995
C -5.6742 0.7741 -0.2599
C -5.4226 -0.3037 0.5477
C -4.1064 -0.6503 0.9179
C -3.8419 -1.8542 1.5966
C -2.5427 -2.2347 1.8632
C -1.5016 -1.3540 1.6543
C -1.7193 -0.0290 1.1671
C -3.0209 0.2018 0.5386
H -4.7742 2.2733 -1.5322
H -6.6895 1.0427 -0.5188
H -6.2360 -0.9230 0.9052
H -4.6707 -2.5018 1.8537
H -2.3529 -3.2128 2.2855
H -0.4958 -1.6048 1.9578
Br 1.2339 1.1649 -3.0829
C 2.9378 1.1698 -2.2695
C 4.0014 1.4097 -3.0931
C 5.3050 1.4057 -2.5768
C 5.5009 1.1593 -1.2500
C 4.4122 0.9382 -0.3773
C 4.6489 0.7319 0.9978
C 3.6099 0.5594 1.8613
C 2.2900 0.5561 1.3768
C 2.0097 0.7527 0.0529
C 3.0710 0.9461 -0.8773
H 3.8314 1.5975 -4.1442
H 6.1422 1.6017 -3.2335
H 6.4995 1.1355 -0.8313
H 5.6743 0.7200 1.3478
H 3.7839 0.4178 2.9200
H 1.4991 0.3889 2.0891
C 0.4562 -3.9038 -1.6911
S 0.7385 -2.1617 -1.4386
O 1.8087 -1.7788 -2.3195
O 1.0438 -1.9663 -0.0081
O -0.5678 -1.5139 -1.7406
H 1.4043 -4.4148 -1.5438
H 0.1028 -4.0353 -2.7101
H -0.2873 -4.2321 -0.9692
C -1.6462 2.4445 2.0892
C -1.1631 1.0100 2.1151
O -0.4228 0.6769 3.0201
H -1.6506 2.8020 3.1171
H -2.6365 2.5543 1.6548
H -0.9387 3.0578 1.5332
```

Taken from the natural (NBO) analysis, the atomic charges in e are:
1 Pt 0.81
2 I 0.29
3 C -0.12
4 C -0.23
5 C -0.21
6 C -0.18
7 C 0.00
8 C -0.14
9 C -0.25
10 C -0.05
11 C -0.33
12 C -0.08
13 H 0.23
14 H 0.23
15 H 0.22
16 H 0.22
17 H 0.23
18 H 0.26
19 Br 0.11
20 C -0.03
21 C -0.24
22 C -0.21
23 C -0.19
24 C 0.04
25 C -0.22
26 C -0.19
27 C -0.27
28 C -0.04
29 C -0.18
30 H 0.23
31 H 0.22
32 H 0.21
33 H 0.21
34 H 0.22
35 H 0.25
36 C -0.88
37 S 2.37
38 O -0.97
39 O -0.98
40 O -1.06
41 H 0.24
42 H 0.24
43 H 0.23
44 C -0.72
45 C 0.57
46 O -0.58
47 H 0.25
48 H 0.22
49 H 0.25

=====

# C23H18BrN3O4S3Ti

C23H18BrN3O4S3Ti as an isolated structure (ωB97M-V/def2-TZVPD, OMol25).

multiplicity = 3
E = -162471.4717 eV
LUMO energy (spin up / spin down) = 0.1569 / 0.1567 Eh
energy relative to the best compared isomer or geometry (same formula, charge and spin) = 0.645 eV
Kohn-Sham gap (spin up / spin down) = 4.852 / 6.111 eV
total charge = -2

The geometry in XYZ format:
```
53
C23H18BrN3O4S3Ti (ωB97M-V/def2-TZVPD)
Ti -0.2308 -2.0208 -0.0712
O -4.3305 -1.3450 0.1614
C -4.5198 -0.5585 1.2259
C -5.8189 -0.1337 1.5164
C -6.0684 0.6911 2.6006
C -5.0302 1.1010 3.4275
C -3.7400 0.6693 3.1433
C -3.4642 -0.1451 2.0544
C -2.0293 -0.5362 1.7494
O -1.9218 -1.6636 0.9825
N -1.3627 0.6307 1.1039
N -0.5745 0.1989 -0.0077
C 0.1673 1.1916 -0.4693
C 0.7887 1.2552 -1.7184
Br 0.3269 -0.1821 -2.8866
C 1.5956 2.3284 -2.0914
C 2.3271 2.6832 -3.2605
C 2.9154 3.9772 -3.3006
C 3.6479 4.4251 -4.3782
C 3.8474 3.6099 -5.4928
C 3.2920 2.3324 -5.4759
C 2.5558 1.8713 -4.4003
H -3.3768 -1.6427 0.1848
H -6.6199 -0.4697 0.8695
H -7.0844 1.0099 2.8049
H -5.2203 1.7386 4.2822
H -2.9124 0.9680 3.7792
H -1.5371 -0.7004 2.7238
H -2.0912 1.2401 0.7424
H 0.2678 2.0793 0.1588
H 1.6555 3.0727 -1.2990
H 2.7724 4.6301 -2.4458
H 4.0722 5.4236 -4.3557
H 4.4225 3.9564 -6.3425
H 3.4430 1.6726 -6.3236
H 2.1613 0.8680 -4.4296
S -1.9546 -6.2675 -0.6789
C -1.2827 -4.7557 -0.4650
S -0.3676 -4.3053 0.9343
S -1.4461 -3.4777 -1.6410
O 3.5913 -3.4400 -0.4650
C 2.5831 -2.8265 -0.1486
O 1.5861 -2.5163 -0.8876
C 2.4732 -2.2977 1.2704
C 3.4662 -2.5001 2.2135
C 3.3311 -1.9192 3.4596
C 2.2106 -1.1349 3.7112
C 1.2563 -1.0016 2.7183
N 1.3715 -1.5939 1.5305
H 4.3183 -3.1018 1.9296
H 4.0841 -2.0583 4.2255
H 2.0773 -0.6395 4.6635
H 0.3762 -0.3907 2.8676
```

Taken from the natural (NBO) analysis, the atomic charges in e are:
1 Ti 1.29
2 O -0.69
3 C 0.42
4 C -0.31
5 C -0.21
6 C -0.29
7 C -0.18
8 C -0.15
9 C 0.26
10 O -0.85
11 N -0.51
12 N -0.47
13 C 0.00
14 C -0.17
15 Br 0.09
16 C -0.31
17 C 0.02
18 C -0.24
19 C -0.23
20 C -0.30
21 C -0.21
22 C -0.25
23 H 0.53
24 H 0.21
25 H 0.19
26 H 0.19
27 H 0.20
28 H 0.12
29 H 0.35
30 H 0.17
31 H 0.19
32 H 0.19
33 H 0.19
34 H 0.19
35 H 0.19
36 H 0.22
37 S -0.26
38 C -0.46
39 S -0.22
40 S -0.21
41 O -0.65
42 C 0.77
43 O -0.75
44 C 0.13
45 C -0.22
46 C -0.18
47 C -0.25
48 C 0.05
49 N -0.45
50 H 0.24
51 H 0.20
52 H 0.21
53 H 0.21

=====

# C23H18N4O3S

One molecule with the formula C23H18N4O3S at a distorted geometry (ωB97M-V/def2-TZVPD, OMol25).

SMILES = O=C(/C=C/Nc1ccc(S(=O)(=O)Nc2cnc3ccccc3n2)cc1)c1ccccc1
E = -47081.0817 eV
LUMO energy = -0.0124 Eh
energy relative to the best compared isomer or geometry (same formula, charge and spin) = 0.850 eV
Kohn-Sham gap = 8.242 eV

The geometry in XYZ format:
```
49
C23H18N4O3S (ωB97M-V/def2-TZVPD)
O -5.8604 -2.5647 1.1245
C -5.2078 -1.5651 0.8821
C -3.8928 -1.3512 1.4804
C -2.9665 -0.5026 1.0036
N -1.7347 -0.3546 1.5652
C -0.7095 0.4751 1.1719
C -0.7676 1.2706 0.0213
C 0.2955 2.0867 -0.3087
C 1.4153 2.1255 0.5003
S 2.7855 3.1556 0.0186
O 2.3356 4.1806 -0.8689
O 3.5628 3.5026 1.1651
N 3.6905 2.1137 -0.9572
C 4.2301 0.9219 -0.5353
C 4.7442 0.7817 0.7863
N 5.2609 -0.3341 1.2024
C 5.3216 -1.3702 0.3311
C 5.8863 -2.5935 0.7344
C 5.9634 -3.6314 -0.1544
C 5.4816 -3.4882 -1.4655
C 4.9242 -2.3109 -1.8855
C 4.8319 -1.2257 -0.9944
N 4.2726 -0.0631 -1.4012
C 1.4955 1.3476 1.6411
C 0.4404 0.5243 1.9724
C -5.7218 -0.5184 -0.0472
C -5.6180 0.8395 0.2439
C -6.1430 1.7782 -0.6263
C -6.7702 1.3729 -1.7933
C -6.8916 0.0229 -2.0803
C -6.3806 -0.9184 -1.2064
H -3.6605 -1.9989 2.3157
H -3.1676 0.1005 0.1321
H -1.5603 -0.9048 2.3972
H -1.6358 1.2546 -0.6169
H 0.2665 2.7160 -1.1838
H 3.3969 2.1120 -1.9237
H 4.7270 1.6192 1.4677
H 6.2530 -2.6775 1.7454
H 6.3997 -4.5721 0.1470
H 5.5566 -4.3227 -2.1472
H 4.5501 -2.1829 -2.8891
H 2.3734 1.4072 2.2631
H 0.4931 -0.0858 2.8622
H -5.1538 1.1583 1.1663
H -6.0659 2.8298 -0.3915
H -7.1741 2.1092 -2.4723
H -7.3923 -0.2952 -2.9827
H -6.4791 -1.9743 -1.4096
```

Taken from the natural (NBO) analysis, the atomic charges in e are:
1 O -0.54
2 C 0.52
3 C -0.38
4 C 0.08
5 N -0.56
6 C 0.19
7 C -0.22
8 C -0.17
9 C -0.39
10 S 2.33
11 O -0.92
12 O -0.92
13 N -0.84
14 C 0.33
15 C -0.02
16 N -0.36
17 C 0.14
18 C -0.19
19 C -0.22
20 C -0.19
21 C -0.21
22 C 0.12
23 N -0.42
24 C -0.16
25 C -0.24
26 C -0.17
27 C -0.14
28 C -0.24
29 C -0.20
30 C -0.21
31 C -0.16
32 H 0.22
33 H 0.22
34 H 0.40
35 H 0.21
36 H 0.24
37 H 0.43
38 H 0.23
39 H 0.22
40 H 0.22
41 H 0.22
42 H 0.23
43 H 0.24
44 H 0.22
45 H 0.21
46 H 0.22
47 H 0.22
48 H 0.22
49 H 0.23

=====

# C23H19AsBiN4O3S4

C23H19AsBiN4O3S4 as an isolated structure at a distorted geometry (ωB97M-V/def2-TZVPD, OMol25).

E = -146285.7662 eV
LUMO energy = 0.0691 Eh
energy relative to the best compared isomer or geometry (same formula, charge and spin) = 0.509 eV
Kohn-Sham gap = 6.285 eV
total charge = -1

The geometry in XYZ format:
```
55
C23H19AsBiN4O3S4 (ωB97M-V/def2-TZVPD)
Bi -0.3190 0.0718 0.7984
C 2.8570 -0.1331 -0.1706
O 2.3172 -0.9693 0.8422
C 2.2158 -2.3043 0.4911
C 3.0772 -3.2097 1.0805
C 3.0447 -4.5476 0.7262
C 2.1453 -4.9870 -0.2332
C 1.2562 -4.1045 -0.8021
C 1.2587 -2.7521 -0.4373
N 0.4216 -1.8111 -0.9721
N -0.5295 -2.2651 -1.7286
C -1.2286 -1.4206 -2.4860
C -0.8064 -0.0631 -2.7681
O 0.0877 0.5272 -2.1273
C -1.4560 0.5742 -3.8951
C -2.5009 0.0206 -4.5474
C -3.0005 -1.2700 -4.2001
C -4.1029 -1.8492 -4.8448
C -4.5255 -3.1162 -4.5208
C -3.8548 -3.8471 -3.5380
C -2.7883 -3.2913 -2.8786
C -2.3371 -1.9986 -3.1868
H 3.8060 -0.5428 -0.5333
H 2.1705 -0.0019 -1.0127
H 3.0242 0.8332 0.3054
H 3.7663 -2.8461 1.8256
H 3.7241 -5.2446 1.1917
H 2.1404 -6.0238 -0.5394
H 0.5316 -4.4204 -1.5382
H -1.0900 1.5592 -4.1548
H -2.9761 0.5641 -5.3552
H -4.6193 -1.2883 -5.6137
H -5.3694 -3.5591 -5.0310
H -4.1772 -4.8531 -3.3031
H -2.2615 -3.8399 -2.1144
S 0.6946 2.2124 1.6987
As -0.0035 1.4434 3.6873
S -2.6837 0.2220 1.9232
S 0.2656 -0.6820 3.2071
S -2.2712 1.7177 3.2696
N -5.3664 0.2918 -1.9918
C -5.0726 1.5768 -2.2848
O -5.8679 2.3053 -2.8473
C -3.7209 2.0568 -1.8633
C -3.3000 3.3232 -2.2689
C -2.0619 3.7889 -1.8630
C -1.2958 2.9906 -1.0234
N -1.7106 1.8099 -0.6086
C -2.8661 1.3376 -1.0332
H -6.2787 -0.0577 -2.2346
H -4.7265 -0.3258 -1.5314
H -3.9619 3.9090 -2.8916
H -1.6961 4.7542 -2.1790
H -0.3263 3.2977 -0.6586
H -3.1161 0.3577 -0.6540
```

Taken from the natural (NBO) analysis, the atomic charges in e are:
1 Bi 1.49
2 C -0.27
3 O -0.54
4 C 0.26
5 C -0.24
6 C -0.23
7 C -0.22
8 C -0.23
9 C 0.13
10 N -0.35
11 N -0.21
12 C -0.04
13 C 0.42
14 O -0.66
15 C -0.28
16 C -0.15
17 C -0.15
18 C -0.17
19 C -0.26
20 C -0.21
21 C -0.22
22 C 0.05
23 H 0.17
24 H 0.22
25 H 0.21
26 H 0.22
27 H 0.20
28 H 0.20
29 H 0.23
30 H 0.22
31 H 0.21
32 H 0.20
33 H 0.20
34 H 0.20
35 H 0.23
36 S -0.75
37 As 0.62
38 S -0.52
39 S -0.70
40 S -0.30
41 N -0.80
42 C 0.65
43 O -0.63
44 C -0.13
45 C -0.13
46 C -0.27
47 C 0.09
48 N -0.48
49 C 0.07
50 H 0.40
51 H 0.40
52 H 0.23
53 H 0.22
54 H 0.22
55 H 0.20

=====

# C23H19AsClMoN3O10S

C23H19AsClMoN3O10S as an isolated structure at a distorted geometry (ωB97M-V/def2-TZVPD, OMol25).

E = -135128.9523 eV
LUMO energy (spin up / spin down) = -0.3477 / -0.3477 Eh
Kohn-Sham gap (spin up / spin down) = 3.917 / 3.918 eV
total charge = +2

The geometry in XYZ format:
```
59
C23H19AsClMoN3O10S (ωB97M-V/def2-TZVPD)
Mo 1.2722 0.9101 -1.5921
O -5.2021 -0.5907 -1.9363
C -4.9298 -0.6587 -0.6452
O -5.7466 -0.8137 0.2082
C -3.4617 -0.6193 -0.2684
C -2.9648 -1.2960 0.7570
Cl -3.6996 -2.3322 1.8530
N -1.4719 -1.0156 0.8651
N -1.2310 -0.7549 -0.6164
C -2.3480 0.1903 -0.8611
C -2.1966 0.6203 -2.3159
O -2.7424 0.1028 -3.2373
O -0.0632 1.1404 -2.9881
C -0.6433 -2.1608 1.3036
C -0.0022 -2.8851 0.3695
C 0.8483 -3.9477 0.7779
C 1.0537 -4.2895 2.1111
C 0.3648 -3.5873 3.0549
C -0.5326 -2.4767 2.7460
H -4.4117 -0.5346 -2.5096
H -0.1142 -2.6727 -0.6815
H 1.3546 -4.5176 0.0043
H 1.7148 -5.1022 2.3816
H 0.4486 -3.8553 4.1041
H -1.5280 -2.8110 3.0916
O -3.7022 1.6779 1.1091
As -2.0737 1.7107 0.4709
O -1.5350 3.2247 0.3997
O -1.2960 1.6225 -2.3406
C -1.1888 0.3293 1.6804
C -1.9649 0.2676 2.9789
C -1.4646 -0.4643 3.9553
C -0.1871 -1.2122 3.6818
C 0.7801 -0.3206 2.9351
C 0.3135 0.4164 1.9359
S 1.6216 1.4090 1.0970
O -0.0211 -0.2204 -0.7788
O 0.8591 2.1714 -0.0058
O 2.3426 0.3622 0.2463
H -4.0072 2.5887 1.2540
H -2.8986 0.8058 3.0580
H -1.9481 -0.5629 4.9206
H 0.2451 -1.6009 4.5991
H 1.8308 -0.3121 3.2174
C 3.5692 3.9408 -0.8264
C 3.6169 3.0410 -2.0158
C 4.4557 3.0019 -3.0695
C 4.0928 1.8907 -3.9294
C 3.0240 1.2892 -3.3901
C 2.2629 0.0444 -3.7822
N 2.6932 2.0026 -2.1762
H 4.3610 4.6821 -0.8977
H 3.7255 3.3806 0.0986
H 2.6146 4.4619 -0.7535
H 5.2727 3.6880 -3.2370
H 4.5869 1.5943 -4.8423
H 2.9609 -0.7159 -4.1218
H 1.5088 0.2236 -4.5397
H 1.7820 -0.4601 -2.9073
```

Taken from the Mulliken analysis, the atomic charges in e are:
1 Mo 0.64
2 O -0.47
3 C -0.11
4 O -0.48
5 C -0.56
6 C 0.62
7 Cl -0.10
8 N 0.89
9 N -1.08
10 C 1.14
11 C 0.78
12 O -0.56
13 O -0.54
14 C -0.03
15 C -0.53
16 C -0.72
17 C -0.94
18 C -0.74
19 C 0.38
20 H 0.43
21 H 0.64
22 H 0.51
23 H 0.50
24 H 0.55
25 H 0.18
26 O -0.56
27 As 1.24
28 O -0.75
29 O -0.22
30 C 0.45
31 C -0.43
32 C -1.23
33 C 0.12
34 C -1.33
35 C 0.65
36 S 0.19
37 O 0.30
38 O -0.34
39 O -0.53
40 H 0.32
41 H 0.67
42 H 0.47
43 H 1.19
44 H 0.53
45 C -1.14
46 C 0.74
47 C -0.61
48 C -0.40
49 C -0.13
50 C -1.02
51 N 0.24
52 H 0.38
53 H 0.23
54 H 0.27
55 H 0.45
56 H 0.50
57 H 0.47
58 H 0.35
59 H 0.53